(1)
C28H49BrCoIN3O2S2Si | ωB97M-V/def2-TZVPD

Properties
- Spin multiplicity: 2
- E_HOMO (alpha / beta): -0.5080 / -0.5080 Ha
- Net charge: +2
- Kohn-Sham gap (alpha / beta): 0.2672 / 0.2969 Eh
- Max |F|: 0.035 hartree/bohr
- LUMO energy (alpha / beta): -6.55 / -5.74 eV

Positions of all 88 atoms, in Å:
I1 -1.24199 4.97367 4.95727
Br1 -0.32018 0.19754 -1.00593
Co1 -0.12248 1.41388 0.87737
S1 -0.59504 3.53324 -1.40198
S2 2.34478 -3.32163 4.92769
Si1 -0.65221 -1.74843 -3.14703
O1 -0.93253 3.07063 0.01441
O2 0.07675 2.30588 2.65679
N1 0.80624 -0.24870 1.93240
N2 1.59856 -0.58907 8.49544
N3 -0.60897 1.57754 4.67654
C1 1.16289 -2.39900 -3.05737
C2 -0.02388 0.57917 -4.72858
C3 0.03819 -1.27061 2.31975
C4 0.84292 -2.27193 6.98696
C5 1.00493 4.42871 -1.24976
C6 2.18546 -1.28770 -3.34751
C7 -1.66718 6.10235 -0.81140
C8 2.77772 -0.58115 7.89074
C9 -3.29292 -1.92223 -2.00453
C10 -1.33426 -1.24176 -5.83329
C11 2.57713 -1.10853 3.27686
C12 -0.03865 2.48081 3.87944
C13 1.50232 -2.98221 -1.67512
C14 -1.58201 -3.39292 -0.97257
C15 2.07122 -2.23979 6.34581
C16 -1.12524 -0.47386 -4.51478
C17 -2.04962 -2.77723 -2.30306
C18 -2.45460 -3.91784 -3.25550
C19 0.47423 3.73203 4.52373
C20 2.05991 -0.18663 2.38629
C21 -2.42084 0.28047 -4.17076
C22 0.65751 -1.42048 8.07121
C23 1.32569 -3.50689 -4.11479
C24 -1.73265 4.90543 -1.74186
C25 0.46903 -2.23710 3.20952
C26 3.06844 -1.39307 6.79833
C27 1.32022 4.86910 0.17124
C28 1.75964 -2.14261 3.71842
H1 2.15955 -0.97155 -4.38711
H2 -2.55980 1.08457 -4.89559
H3 -0.76543 1.77610 5.65183
H4 -3.99113 -2.51482 -1.41096
H5 -3.23384 -4.51625 -2.77963
H6 0.85167 0.15693 -5.21497
H7 3.18697 -1.67529 -3.15312
H8 -3.81382 -1.63099 -2.91243
H9 -1.60052 -0.53110 -6.61805
H10 4.04410 -1.36816 6.33297
H11 -2.45231 -3.78361 -0.44245
H12 -0.42916 -1.76319 -6.15031
H13 2.34838 -3.88660 -4.07628
H14 1.14667 -3.13449 -5.12513
H15 -3.04352 -1.02270 -1.43966
H16 -0.19176 -3.03650 3.51296
H17 3.52257 0.09652 8.29149
H18 -3.29475 -0.36246 -4.23725
H19 -1.09325 -2.65612 -0.33300
H20 1.14148 4.05949 0.87781
H21 1.10657 4.28259 3.83814
H22 -2.54409 6.72651 -0.97890
H23 -2.38108 0.72262 -3.17385
H24 1.75189 3.72118 -1.61142
H25 0.71837 5.72251 0.47178
H26 -2.14160 -1.97251 -5.75855
H27 0.28123 1.04472 -3.79007
H28 -1.50396 5.17091 -2.77652
H29 0.65148 -4.34637 -3.93477
H30 2.57225 -3.19511 -1.64022
H31 -0.28043 -1.41096 8.61470
H32 -0.90138 -4.22608 -1.13122
H33 2.02859 -0.41722 -2.70932
H34 2.67381 0.62622 2.01763
H35 -1.67814 5.78810 0.23173
H36 1.27073 -2.28040 -0.87238
H37 0.98104 -3.91711 -1.48757
H38 -0.41172 1.35907 -5.38629
H39 -1.08664 0.78852 4.27233
H40 0.05933 -2.94367 6.66455
H41 2.37153 5.14843 0.22934
H42 3.60372 -1.03393 3.60516
H43 -1.61674 -4.58035 -3.48074
H44 0.95926 5.26855 -1.94246
H45 -0.78914 6.71860 -0.99820
H46 -2.85471 -3.53936 -4.19773
H47 0.97772 3.54764 5.46759
H48 -0.96200 -1.31674 1.90316
H49 -2.71655 4.43479 -1.71738

---

(2)
C28H49BrIrNP3 | ωB97M-V/def2-TZVPD

Properties
- Spin multiplicity: 6
- E_HOMO (alpha / beta): -0.6822 / -0.7551 Ha
- Net charge: +4
- Kohn-Sham gap (alpha / beta): 0.2161 / 0.2096 Eh
- Max |F|: 0.079 hartree/bohr
- LUMO energy (alpha / beta): -12.68 / -14.85 eV

Positions of all 83 atoms, in Å:
Ir1 0.60357 0.66123 -0.49520
Br1 1.32216 2.77262 -2.17847
P1 0.85813 0.68143 1.83328
P2 2.93847 0.71485 -1.43358
P3 -0.32627 -1.46651 -0.74189
N1 -5.84718 -1.71248 4.05079
C1 -1.67073 1.56935 -1.96202
C2 -2.52955 -2.07802 1.08246
C3 -0.11276 1.72434 3.00862
C4 -4.32200 1.48258 0.48090
C5 5.43261 -0.57780 -1.13228
C6 0.72341 -0.91359 2.75239
C7 3.95264 -0.67478 -0.80932
C8 -5.10239 0.55352 2.60551
C9 -5.76626 -0.53413 1.96990
C10 4.71350 2.94588 -1.89222
C11 -4.52390 1.62469 1.83678
C12 2.85886 0.32442 -3.25129
C13 -4.88124 0.47525 3.99945
C14 0.35435 -2.94907 0.13217
C15 -5.24192 -0.69836 4.66324
C16 -0.79256 1.88314 -0.90123
C17 -1.49245 -2.13326 -3.38439
C18 -3.25874 2.06625 -0.24154
C19 -2.98223 1.62383 -1.57806
C20 -0.28633 -2.21765 -2.44953
C21 -1.04675 2.88937 0.05119
C22 3.90587 2.20042 -0.84176
C23 -6.11521 -1.64501 2.74745
C24 -2.10802 -1.41003 -0.23165
C25 2.56129 1.21873 2.22996
C26 1.82688 -3.21491 -0.15041
C27 -2.35374 2.90775 0.45928
C28 4.14913 0.43678 -4.02851
H1 -1.19497 -2.51902 -4.36962
H2 3.52176 -1.58131 -1.25251
H3 5.90967 -1.53292 -0.88760
H4 -2.48992 -1.36548 1.92472
H5 -2.30969 -2.77985 -3.04098
H6 -2.65784 -1.85337 -1.07531
H7 -0.06139 -3.28256 -2.27505
H8 0.60700 -1.79161 -2.92591
H9 2.09195 0.98581 -3.68443
H10 -0.23077 3.49938 0.42299
H11 -5.03948 -0.79660 5.72859
H12 0.10223 1.40160 4.04356
H13 -3.57977 -2.39566 0.97844
H14 2.67752 2.27525 1.95547
H15 1.53722 -1.59376 2.46989
H16 0.17691 -2.87656 1.21086
H17 2.45940 -2.39905 0.22116
H18 2.01021 -3.33786 -1.22575
H19 -2.39317 -0.34452 -0.21033
H20 -6.01491 -0.52101 0.90738
H21 -1.87618 -1.11353 -3.53387
H22 -1.93424 -2.97109 1.32506
H23 5.63510 -0.38273 -2.18829
H24 2.74625 1.09908 3.30665
H25 3.29449 0.62084 1.67610
H26 -0.25017 -1.38994 2.55833
H27 4.12575 3.19821 -2.78350
H28 0.16643 2.78561 2.91929
H29 5.62421 2.40868 -2.19342
H30 3.79112 -0.72629 0.27747
H31 -0.24096 -3.80026 -0.23156
H32 -4.40884 1.29865 4.53464
H33 -1.19305 1.62517 2.83814
H34 3.17396 2.88761 -0.38183
H35 4.81501 -0.40309 -3.82153
H36 0.79301 -0.70526 3.83127
H37 5.03890 3.90388 -1.46034
H38 -3.76713 1.25163 -2.22826
H39 -4.15518 2.49749 2.38761
H40 2.14896 -4.13786 0.35367
H41 -1.25869 1.30056 -2.93166
H42 4.67855 1.37637 -3.84742
H43 -2.68649 3.47874 1.31664
H44 4.55855 1.83411 -0.04189
H45 2.45795 -0.70001 -3.31295
H46 3.91550 0.39572 -5.09863
H47 -5.05845 0.93128 -0.12014
H48 5.93255 0.20069 -0.54815
H49 -6.62953 -2.48598 2.28295

---

(3)
C28H49BrNO3P3Pb | ωB97M-V/def2-TZVPD

Properties
- E_HOMO: -0.4489 Ha
- Net charge: +2
- Kohn-Sham gap: 0.2086 Eh
- Max |F|: 0.028 hartree/bohr
- LUMO energy: -6.54 eV

Positions of all 86 atoms, in Å:
Pb1 0.41098 -0.50570 0.86701
Br1 2.14292 0.99505 3.54875
P1 -0.98666 -2.74105 5.54461
P2 3.05522 1.96220 1.85921
P3 -1.26167 1.62744 0.54174
O1 4.55842 2.26694 2.14152
O2 2.31811 3.30738 1.58533
O3 2.85372 1.04682 0.60614
N1 -0.32030 -2.74775 -10.33556
C1 -0.96657 -1.48420 -3.07489
C2 0.50756 -4.99459 4.85298
C3 0.55309 -1.21502 -6.46417
C4 3.95816 0.16600 0.04558
C5 0.93831 -2.70597 -9.89900
C6 -0.07717 -1.02822 -4.07322
C7 -1.82118 4.38111 1.04195
C8 0.30796 -3.52185 4.48609
C9 1.03523 -0.24381 -3.68969
C10 5.30122 3.18473 1.20415
C11 -0.72636 -1.21801 -1.72487
C12 -1.69733 2.24126 -1.14132
C13 0.25607 -1.67795 -7.81257
C14 -3.76243 0.26377 0.08708
C15 -3.75893 -2.79695 5.17491
C16 2.42414 4.41960 2.55116
C17 0.38827 -0.44300 -1.37595
C18 -0.52546 -0.95844 5.40020
C19 1.25935 0.05783 -2.33790
C20 -2.43788 -2.81184 4.40260
C21 -1.20012 3.11088 1.61602
C22 -0.31979 -1.40574 -5.44362
C23 0.19683 -0.47243 6.65931
C24 -1.07661 -1.75723 -8.28763
C25 1.27859 -2.15126 -8.65986
C26 -0.56569 3.01233 -1.83038
C27 -2.76804 0.73544 1.14812
C28 -1.30698 -2.27941 -9.57179
H1 -3.70375 -3.42997 6.06845
H2 -0.25606 -5.63305 4.39586
H3 1.23103 -2.95126 4.66025
H4 -3.26721 -0.07961 -0.82979
H5 1.41955 4.58030 2.95395
H6 0.10355 -0.81551 4.50853
H7 2.32098 -2.14200 -8.34267
H8 -1.25138 -1.94595 -5.63460
H9 2.11163 0.67734 -2.05281
H10 1.48580 -5.33607 4.50048
H11 -0.28092 -0.86995 7.56306
H12 -1.70460 2.83006 2.55238
H13 1.72737 0.11399 -4.45101
H14 -1.40552 -1.63406 -0.97221
H15 -2.32094 -2.31016 -9.98000
H16 3.11745 4.17698 3.36438
H17 -4.56715 -3.17652 4.54118
H18 -2.61288 2.85622 -1.07506
H19 -0.54585 2.76134 -2.89782
H20 4.80029 3.22317 0.22018
H21 -4.33178 -0.58379 0.48758
H22 -0.14094 3.27675 1.85941
H23 0.16456 0.62115 6.71168
H24 -4.02791 -1.78290 5.49071
H25 0.02127 -3.41149 3.42945
H26 -1.83254 -2.08089 -3.36063
H27 3.45920 -0.73621 -0.33855
H28 2.78243 5.30031 1.99998
H29 1.54776 -0.79614 -6.28705
H30 1.24901 -0.77915 6.66529
H31 -2.40115 -0.13872 1.71511
H32 -1.21600 4.79605 0.22978
H33 -2.33742 -3.74363 3.82852
H34 -1.88195 5.14579 1.82329
H35 5.35769 4.17327 1.67443
H36 -1.95230 1.35487 -1.74177
H37 0.46897 -5.14094 5.93841
H38 4.44136 0.74632 -0.75326
H39 -1.46302 -0.40329 5.25469
H40 4.66244 -0.09956 0.84941
H41 0.41864 2.75539 -1.42028
H42 -0.69787 4.09893 -1.76148
H43 -2.37561 -1.96371 3.70462
H44 -4.48604 1.04704 -0.17281
H45 1.71069 -3.11479 -10.55508
H46 -1.91886 -1.42468 -7.68381
H47 -3.24811 1.40424 1.88182
H48 -2.83823 4.21961 0.66859
H49 6.29937 2.74653 1.12717

---

(4)
C28H49CoN2OP3Se | ωB97M-V/def2-TZVPD

Properties
- Spin multiplicity: 5
- E_HOMO (alpha / beta): -0.5643 / -0.5803 Ha
- Net charge: +3
- Kohn-Sham gap (alpha / beta): 0.2439 / 0.1837 Eh
- Max |F|: 0.070 hartree/bohr
- LUMO energy (alpha / beta): -8.72 / -10.79 eV

Positions of all 85 atoms, in Å:
Se1 -3.52202 2.29462 0.08034
Co1 -0.47415 2.76835 -0.22533
P1 -0.23896 2.24027 1.75267
P2 -0.82683 3.76340 -1.96851
P3 1.34698 1.23854 -1.05373
O1 0.21254 -2.87371 0.22200
N1 1.83410 -4.31701 2.88181
N2 1.80528 -3.89636 1.58745
C1 0.28936 -4.63256 4.83891
C2 -1.97101 -1.32393 -1.98238
C3 0.70202 0.87411 2.38384
C4 0.58536 -4.21309 3.43371
C5 -6.35071 2.07826 -0.21854
C6 3.92200 -4.01211 -1.44106
C7 -2.04121 5.05619 -1.77358
C8 2.80871 -4.11370 -0.61009
C9 4.15706 -3.31824 1.28134
C10 2.86602 -5.23854 3.32745
C11 -5.08561 1.57057 -0.60256
C12 2.95941 -3.80620 0.75922
C13 0.51097 -3.42731 1.29258
C14 -5.01186 0.48050 -1.50397
C15 -0.23215 -3.62816 2.50660
C16 0.74146 3.71497 1.94187
C17 1.80120 1.02865 -2.85059
C18 0.83437 4.52219 -2.22503
C19 -7.51454 1.52692 -0.75784
C20 -1.59528 2.37061 2.87866
C21 5.26068 -3.22858 0.42461
C22 2.86611 2.28194 -0.61186
C23 -7.42950 0.42072 -1.63703
C24 2.27305 -0.31971 -0.48438
C25 -6.16835 -0.05346 -2.06599
C26 -1.02900 2.92195 -3.54817
C27 -0.72790 -1.40729 -2.53870
C28 5.13674 -3.56749 -0.92307
H1 1.53823 3.81957 -2.68279
H2 3.17346 2.05691 0.42968
H3 3.80492 -4.29665 -2.47329
H4 -2.16036 -1.61629 -0.91619
H5 -8.33868 -0.07470 -1.98494
H6 -2.51809 -0.39526 -2.29288
H7 -1.74949 2.10144 -3.46425
H8 1.12299 0.28951 -3.29638
H9 3.83292 -4.73910 3.37821
H10 0.52549 -0.08925 1.88408
H11 2.58968 -5.58480 4.32482
H12 -2.23977 3.22327 2.66176
H13 -0.65795 -4.13805 5.11469
H14 6.21187 -2.88637 0.83054
H15 1.82684 -4.43260 -0.96707
H16 -0.36379 -0.75070 -3.33073
H17 1.74146 1.97066 -3.42082
H18 -3.04741 4.62412 -1.78911
H19 -2.26602 1.52727 2.73518
H20 3.69408 2.00329 -1.30094
H21 2.97985 -6.09784 2.65365
H22 1.77000 1.07871 2.32355
H23 -0.11106 2.41585 -3.87436
H24 -1.28122 -3.41611 2.59778
H25 -1.96885 5.45424 -0.75376
H26 0.65763 5.40550 -2.82692
H27 2.65908 -0.17223 0.54885
H28 1.58677 -1.17967 -0.55392
H29 3.15046 -0.51975 -1.13082
H30 1.30810 4.79978 -1.28598
H31 4.23158 -3.02520 2.32370
H32 -1.85516 5.81270 -2.54518
H33 -1.20813 2.42402 3.89191
H34 0.03245 -2.10805 -2.20570
H35 5.99407 -3.44136 -1.58923
H36 1.06302 -4.33584 5.57503
H37 0.15940 -5.73016 4.91756
H38 -1.36235 3.67442 -4.27572
H39 1.78430 3.55060 1.67608
H40 2.83288 0.62693 -2.91357
H41 -4.03902 0.05619 -1.73730
H42 -8.48877 1.97248 -0.48620
H43 -6.07270 -0.83037 -2.83696
H44 0.62889 4.00342 2.98436
H45 0.39104 0.77055 3.43246
H46 -6.39035 2.89218 0.50559
H47 0.41439 4.54701 1.30633
H48 -0.93625 1.62339 -1.02937
H49 2.65520 3.36101 -0.70208

---

(5)
C28H50BrN8O4S2SiW | ωB97M-V/def2-TZVPD

Properties
- Spin multiplicity: 2
- E_HOMO (alpha / beta): -0.4837 / -0.4753 Ha
- Net charge: +2
- Kohn-Sham gap (alpha / beta): 0.2299 / 0.2193 Eh
- Max |F|: 0.019 hartree/bohr
- LUMO energy (alpha / beta): -6.91 / -6.97 eV

Positions of all 95 atoms, in Å:
W1 -0.34725 -1.20872 0.86935
Br1 0.41057 1.06103 0.00942
S1 -2.30144 0.22841 1.70963
S2 -2.21446 -2.14094 -1.92891
Si1 0.11492 2.67282 -2.57215
O1 -0.57029 -5.24326 0.94481
O2 1.33633 -6.76245 -0.38127
O3 -0.69188 -3.07239 1.54399
O4 3.21912 -6.17021 -1.42049
N1 1.35441 -2.37226 0.07655
N2 2.90665 -3.53063 -0.91499
N3 2.03296 -0.92202 5.21704
N4 -3.53632 -2.78138 1.32179
N5 0.89451 -1.06552 2.90193
N6 -5.21930 -1.07335 3.92786
N7 -3.98967 -1.93161 2.32134
N8 -4.29748 -0.18264 3.46106
C1 2.42480 0.21640 4.39859
C2 2.38657 1.28970 -3.58523
C3 3.33340 -1.08245 -0.83122
C4 0.86296 1.39726 -3.72836
C5 -1.38289 -1.65909 -0.73613
C6 0.28184 -0.01267 -3.54195
C7 2.51870 -2.28961 -0.55337
C8 2.22863 -5.89055 -0.80502
C9 0.59026 -0.93186 5.39372
C10 1.43890 4.98688 -3.16397
C11 -0.11157 -1.00244 4.01443
C12 0.54052 1.90989 -5.15515
C13 -2.52852 1.75964 -3.22127
C14 1.77657 -2.24708 3.15379
C15 -0.16221 -4.10769 0.90007
C16 2.42607 -2.15678 4.55811
C17 1.73844 0.15842 3.00696
C18 -3.53806 -0.66527 2.48598
C19 -1.75771 2.89489 -2.53180
C20 1.01904 -3.71432 0.11827
C21 2.56210 3.62602 -1.37566
C22 1.19758 4.07460 -1.93703
C23 1.98363 -4.44512 -0.49821
C24 -5.75663 -3.42124 3.34727
C25 -5.01819 -2.14417 3.22846
C26 -2.32059 3.00296 -1.10155
C27 0.50316 4.87193 -0.81903
C28 -2.03535 4.21025 -3.29944
H1 0.75645 -0.67276 -4.27339
H2 0.33257 4.26276 0.06978
H3 -0.78903 -0.05950 -3.71263
H4 3.51303 -2.18463 4.48114
H5 3.54696 -1.00457 -1.89707
H6 0.98474 1.21681 -5.87382
H7 -3.11451 4.38056 -3.29330
H8 -1.72035 4.15652 -4.34472
H9 0.59540 -6.33376 0.10013
H10 0.29543 -0.02708 5.92571
H11 1.97643 4.47475 -3.96398
H12 3.01750 4.48847 -0.88423
H13 -4.26163 0.75004 3.84264
H14 -2.16027 2.09023 -0.53146
H15 2.89846 2.19696 -3.90272
H16 0.32112 -1.78696 6.01318
H17 2.11518 -2.99666 5.17881
H18 -6.37013 -3.60021 2.46303
H19 2.05841 5.82764 -2.84245
H20 -0.44307 5.31202 -1.12494
H21 -0.52789 1.95434 -5.36219
H22 1.17293 -3.14700 3.05333
H23 4.28785 -1.14642 -0.30605
H24 1.16159 5.69503 -0.53249
H25 -1.56617 5.08116 -2.84783
H26 2.47554 2.83783 -0.62844
H27 -0.71478 -0.11140 3.85047
H28 -6.40670 -3.37092 4.21613
H29 2.80981 -0.18895 -0.50618
H30 0.51942 5.39884 -3.57991
H31 0.48674 -0.40873 -2.54591
H32 -3.58633 2.03406 -3.23414
H33 -1.91194 3.83546 -0.53515
H34 1.09525 1.02183 2.83725
H35 -4.32667 -3.12461 0.78818
H36 -3.39988 3.15644 -1.18240
H37 3.50912 0.20018 4.28961
H38 0.96478 2.89642 -5.35161
H39 -2.22943 1.59415 -4.25437
H40 2.73265 0.48239 -4.23646
H41 3.24905 3.29734 -2.14875
H42 -5.06877 -4.25904 3.46247
H43 2.54288 -2.24968 2.37803
H44 -0.74958 -1.88466 3.92616
H45 3.75458 -3.80396 -1.39807
H46 -3.01150 -3.55186 1.72238
H47 2.47760 0.12262 2.20362
H48 -2.44202 0.82229 -2.67138
H49 2.15429 1.13331 4.92171
H50 2.69205 1.05953 -2.56594